A structure of composition C40H54N10O2Ti at a distorted geometry, computed with wB97M-V/def2-TZVPD.

Geometry as XYZ:
```
107
C40H54N10O2Ti wB97M-V/def2-TZVPD
Ti 2.20 0.85 -0.37
C 3.41 -0.95 2.17
N 3.92 -0.20 0.99
C 4.86 0.80 1.43
C 4.39 1.91 2.38
C 3.15 2.67 1.90
N 3.16 2.54 0.39
C 3.94 3.42 -0.21
C 4.56 3.21 -1.46
C 5.31 4.25 -2.05
C 5.83 4.17 -3.34
C 5.61 2.94 -4.04
C 4.85 1.94 -3.49
C 4.30 2.03 -2.25
O 3.44 1.03 -1.94
C 4.67 -1.12 0.04
C 3.81 -1.77 -1.02
C 2.45 -2.31 -0.69
N 1.51 -1.19 -0.86
C 0.33 -1.51 -1.19
C -0.70 -0.56 -1.63
C -1.98 -1.06 -1.91
C -2.94 -0.32 -2.55
C -2.65 0.98 -2.86
C -1.47 1.55 -2.53
C -0.45 0.80 -1.90
O 0.70 1.33 -1.48
H 4.29 -1.54 2.51
H 2.48 -1.47 2.06
H 3.18 -0.12 2.96
H 5.30 1.26 0.59
H 5.63 0.27 1.95
H 5.25 2.54 2.43
H 4.24 1.56 3.39
H 3.27 3.71 2.13
H 2.23 2.29 2.28
H 4.22 4.30 0.39
H 5.40 5.17 -1.50
H 6.51 5.01 -3.70
H 5.94 2.81 -5.09
H 4.58 1.13 -4.16
H 5.15 -1.84 0.68
H 5.56 -0.60 -0.42
H 4.31 -2.58 -1.54
H 3.62 -0.98 -1.73
H 2.32 -2.64 0.37
H 2.15 -3.12 -1.34
H 0.08 -2.55 -1.41
H -2.20 -2.09 -1.74
H -3.94 -0.69 -2.80
H -3.43 1.51 -3.41
H -1.29 2.63 -2.60
N 1.71 4.00 -1.76
C 1.63 4.96 -2.92
C 1.73 4.32 -4.26
N 0.57 3.46 -4.40
H 1.02 4.28 -1.08
H 2.65 3.97 -1.35
H 1.47 3.02 -2.03
H 2.36 5.70 -2.69
H 0.64 5.39 -2.82
H 2.76 3.79 -4.40
H 1.61 5.10 -5.02
H 0.46 2.68 -3.80
H 0.40 3.09 -5.33
C -5.43 -5.61 -0.76
C -4.29 -5.07 0.00
N -3.19 -4.60 -0.50
C -2.43 -4.27 0.55
C -3.01 -4.52 1.75
N -4.26 -5.04 1.40
C -5.41 -5.20 2.35
N -5.84 -3.95 2.89
N -5.69 -3.72 4.23
N -5.71 -2.49 4.45
C -5.84 -1.85 3.21
C -6.02 -0.50 2.96
C -6.03 -0.15 1.63
C -6.13 -1.12 0.60
C -5.94 -2.48 0.81
C -5.86 -2.78 2.17
H -5.97 -4.85 -1.40
H -6.20 -6.05 -0.16
H -5.08 -6.36 -1.44
H -1.43 -3.80 0.39
H -2.73 -4.32 2.76
H -5.04 -5.82 3.12
H -6.19 -5.75 1.82
H -5.93 0.27 3.70
H -5.95 0.95 1.42
H -6.10 -0.77 -0.46
H -5.77 -3.12 -0.01
C -2.10 1.31 3.01
C -1.33 0.07 2.68
C -2.28 -0.88 1.89
C -0.90 -0.62 4.02
C -0.05 0.37 2.01
C 1.00 0.57 1.40
H -3.05 1.01 3.48
H -2.42 1.82 2.10
H -1.57 2.01 3.75
H -3.24 -0.92 2.48
H -1.94 -1.93 1.86
H -2.48 -0.46 0.89
H -1.72 -1.10 4.57
H -0.36 -0.02 4.68
H -0.19 -1.40 3.71
```

For the energy above the lowest of the compared OMol25 structures with the same formula, charge and spin, the calculation gives 0.505 eV. As for the expectation value of S²: 2.0299. The HOMO energy (alpha / beta) comes out at -4.96 / -7.41 eV. Its spin multiplicity is 3.

Mulliken atomic charge list, values in e, 6 entries: number 1, Ti, carries 0.10; number 2, C, carries -1.32; number 3, N, carries 1.51; number 4, C, carries -1.84; number 5, C, carries -1.12; number 6, C, carries -1.03